{
  "formula": "C57H69AsN5O3ReSi",
  "method": "ωB97M-V/def2-TZVPD",
  "e_homo_ev": [-7.7, -8.8],
  "lumo_energy_ev": [-4.063, -3.957],
  "spin_multiplicity": 2,
  "total_charge": 1,
  "gap_ha": [0.134, 0.177],
  "max_force_ev_per_a": 3.931,
  "s_squared": 0.76,
  "elements": ["Re", "C", "C", "C", "C", "C", "N", "C", "C", "C", "N", "C", "C", "C", "C", "C", "C", "C", "C", "N", "C", "C", "C", "N", "C", "C", "C", "C", "O", "C", "O", "H", "H", "H", "H", "H", "H", "H", "H", "H", "H", "H", "H", "H", "H", "H", "H", "H", "H", "H", "H", "H", "H", "H", "H", "H", "H", "H", "H", "C", "C", "C", "C", "C", "C", "C", "C", "N", "H", "H", "H", "H", "H", "H", "H", "H", "H", "C", "C", "C", "C", "Si", "O", "C", "C", "C", "C", "C", "C", "C", "C", "C", "C", "C", "C", "H", "H", "H", "H", "H", "H", "H", "H", "H", "H", "H", "H", "H", "H", "H", "H", "H", "H", "H", "C", "As", "C", "C", "C", "C", "C", "C", "C", "C", "H", "H", "H", "H", "H", "H", "H", "H", "H", "H", "H", "H", "H"],
  "coordinates": [[-0.35262, 0.62748, 0.34921], [-4.62491, 3.55915, -4.53086], [-3.97694, 2.66689, -3.51734], [-4.72440, 1.89570, -2.64978], [-4.12363, 0.98357, -1.75902], [-4.95246, 0.14681, -0.98631], [-4.68878, -1.12638, -0.65493], [-3.92224, -2.04448, -1.47451], [-2.83460, -2.82940, -0.73219], [-3.29498, -3.34362, 0.63777], [-3.11516, -2.30550, 1.61736], [-4.07055, -1.63518, 2.23454], [-3.90657, -0.33770, 2.73616], [-4.97655, 0.27178, 3.42867], [-4.97941, 1.61534, 3.72939], [-6.12538, 2.27730, 4.43333], [-3.91572, 2.38801, 3.26432], [-2.83536, 1.85256, 2.56191], [-1.92055, 2.78136, 1.97015], [-1.08951, 2.58176, 1.00863], [-0.47007, 3.78285, 0.46862], [1.02775, 3.62638, 0.20325], [1.33641, 2.70018, -0.99361], [0.21849, 1.81267, -1.22445], [-0.56558, 2.15558, -2.21430], [-1.93624, 1.86393, -2.43501], [-2.59461, 2.61382, -3.42494], [-2.69193, 0.98409, -1.59648], [-2.17531, 0.29414, -0.65414], [-2.73267, 0.43796, 2.38622], [-1.67659, -0.13683, 1.95181], [-5.69914, 3.40390, -4.56186], [-4.20976, 3.37618, -5.51998], [-4.44226, 4.60234, -4.28013], [-5.80352, 1.92364, -2.69418], [-5.91319, 0.52927, -0.66171], [-5.37880, -1.57609, -0.07204], [-3.45964, -1.47636, -2.28596], [-4.63605, -2.76137, -1.90229], [-1.95245, -2.19618, -0.60352], [-2.55335, -3.67417, -1.36464], [-2.69496, -4.21251, 0.92515], [-4.34088, -3.65872, 0.60624], [-2.22402, -1.79835, 1.56451], [-5.04993, -2.09799, 2.31051], [-5.81925, -0.34701, 3.70155], [-6.66585, 1.57464, 5.06231], [-6.82054, 2.68074, 3.69621], [-5.77530, 3.10370, 5.04749], [-3.95220, 3.45940, 3.40729], [-2.05698, 3.80648, 2.33084], [-0.61533, 4.62560, 1.16109], [-0.99672, 4.02989, -0.46446], [1.48924, 3.21870, 1.10003], [1.45822, 4.61037, 0.01567], [2.22336, 2.11314, -0.77380], [1.52730, 3.30437, -1.88439], [-0.16691, 2.89045, -2.91408], [-2.00700, 3.23465, -4.08710], [0.17895, -3.08370, 1.89905], [1.34366, -2.97239, 0.97120], [2.35422, -3.90761, 1.01240], [3.46689, -3.81542, 0.19262], [3.57501, -2.74109, -0.67791], [2.59609, -1.77547, -0.74556], [2.77839, -0.55102, -1.57307], [1.42623, -1.86776, 0.07353], [0.48169, -0.95768, 0.02113], [0.46807, -3.62283, 2.79860], [-0.63087, -3.63318, 1.42175], [-0.17006, -2.09061, 2.16815], [2.26905, -4.72078, 1.71852], [4.25665, -4.54769, 0.25779], [4.45434, -2.64429, -1.29814], [3.58542, -0.66708, -2.29197], [3.02725, 0.26220, -0.89357], [1.84978, -0.28288, -2.07671], [0.88920, 2.48047, 4.27820], [1.62650, 1.14581, 4.29567], [2.59557, 1.06941, 5.46439], [0.59970, 0.02470, 4.39208], [2.58516, 0.94889, 2.57378], [1.41393, 1.00708, 1.52262], [3.70630, 2.48000, 2.24364], [4.20024, 2.64270, 0.95119], [5.00461, 3.71044, 0.60016], [5.34075, 4.66103, 1.54904], [4.87519, 4.51827, 2.84416], [4.06865, 3.44178, 3.18045], [3.74173, -0.57872, 2.54981], [3.62194, -1.66428, 3.41368], [4.55396, -2.68657, 3.44095], [5.63728, -2.66250, 2.58122], [5.76104, -1.61564, 1.68473], [4.82628, -0.59594, 1.67410], [0.34961, 2.62600, 5.21555], [0.16440, 2.50111, 3.46829], [1.56584, 3.32036, 4.14574], [2.05189, 1.01738, 6.40857], [3.24282, 1.93984, 5.50757], [3.22928, 0.18930, 5.39333], [-0.03904, 0.17284, 5.26386], [1.07040, -0.94707, 4.49121], [-0.02742, -0.00066, 3.50572], [3.95119, 1.91064, 0.19957], [5.36906, 3.79978, -0.41297], [5.96544, 5.49928, 1.27808], [5.13561, 5.24678, 3.60090], [3.72631, 3.36562, 4.19983], [2.78883, -1.72310, 4.09545], [4.44296, -3.49490, 4.14971], [6.37674, -3.45013, 2.61401], [6.60023, -1.58043, 1.00398], [4.95827, 0.21253, 0.97419], [-1.97196, -1.40479, -4.85045], [-0.64001, -1.01856, -3.43854], [0.59266, -0.08186, -4.66613], [0.18872, -2.85176, -3.35856], [0.78124, -3.33625, -4.62633], [2.11699, -3.08433, -4.92979], [2.66649, -3.52764, -6.11881], [1.88762, -4.21274, -7.03741], [0.55823, -4.46674, -6.74693], [0.01356, -4.03526, -5.55158], [-1.48442, -1.77434, -5.74896], [-2.51224, -0.49426, -5.10604], [-2.69938, -2.14619, -4.52578], [0.92104, -0.74130, -5.46512], [1.46924, 0.30550, -4.15342], [0.06136, 0.76204, -5.10639], [-0.61891, -3.51616, -3.03911], [0.93754, -2.82490, -2.56533], [2.72964, -2.55670, -4.20914], [3.70696, -3.33537, -6.33479], [2.31822, -4.55553, -7.96679], [-0.05945, -5.00149, -7.45351], [-1.01776, -4.26316, -5.31357]],
  "forces_ev_per_a": [[1.081, -2.415, 0.205], [0.033, 0.088, 0.026], [-0.782, -0.235, -0.051], [0.242, 0.045, -0.098], [0.302, -0.004, -0.071], [0.360, -1.278, 0.118], [-0.930, 1.649, -0.344], [0.987, -0.467, -0.254], [-0.172, 0.195, 0.031], [0.132, -0.711, -0.365], [-0.642, 1.006, 0.422], [0.925, -0.558, -0.237], [0.373, 0.417, 0.129], [0.178, 0.374, -0.122], [-0.276, -0.425, 0.142], [-0.068, -0.009, -0.093], [0.680, -0.455, -0.553], [-0.592, -0.271, 0.317], [0.288, 0.642, -0.357], [-0.565, -0.257, 0.641], [0.521, 0.802, -0.338], [-0.206, -0.149, 0.067], [0.774, 0.431, 0.113], [-0.721, 0.224, -0.528], [1.209, 0.070, 0.506], [-0.905, 0.013, -0.443], [0.537, -0.548, 1.040], [0.048, -0.297, 0.329], [-0.048, 0.298, 0.112], [0.041, -0.320, 0.100], [0.026, 0.396, -0.445], [-0.077, -0.003, -0.077], [-0.068, 0.020, -0.102], [-0.023, 0.133, -0.060], [-0.159, 0.086, -0.062], [-0.084, -0.029, 0.145], [-0.138, 0.151, -0.037], [-0.146, -0.081, 0.070], [0.005, 0.223, 0.021], [0.074, -0.088, -0.014], [0.017, 0.036, 0.052], [-0.127, 0.103, -0.026], [-0.035, -0.046, 0.148], [0.046, 0.045, 0.135], [-0.020, -0.147, -0.046], [-0.164, -0.056, 0.088], [-0.039, 0.007, 0.057], [-0.119, 0.071, 0.067], [-0.041, 0.016, 0.088], [0.053, 0.130, 0.071], [0.145, -0.059, -0.064], [-0.037, -0.228, -0.153], [0.024, 0.055, 0.151], [0.001, 0.055, -0.067], [-0.022, 0.026, -0.007], [-0.121, 0.068, -0.015], [0.014, -0.051, -0.077], [0.103, 0.013, 0.063], [0.141, 0.078, -0.049], [0.128, 0.100, 0.011], [-0.162, 0.587, -0.394], [0.212, -0.102, -0.113], [-0.112, 0.054, -0.024], [-0.050, -0.353, 0.031], [-0.681, 0.177, 0.310], [-0.073, -0.028, 0.023], [2.339, -1.992, 0.069], [-2.893, 2.660, 0.063], [-0.091, -0.017, 0.098], [-0.197, -0.094, -0.030], [-0.096, 0.028, 0.203], [0.044, -0.112, 0.099], [0.052, -0.078, -0.012], [0.111, 0.056, -0.076], [0.037, 0.017, -0.109], [0.047, 0.206, -0.035], [0.043, 0.109, -0.088], [0.086, -0.121, 0.046], [1.071, -0.226, -0.941], [-0.146, 0.031, 0.142], [0.053, 0.097, -0.114], [-0.193, 0.418, 1.501], [-1.408, -0.001, -1.607], [-0.218, -0.691, 0.190], [0.028, 0.078, 0.025], [-0.018, 0.033, -0.139], [0.065, 0.072, 0.000], [-0.003, 0.134, 0.056], [0.043, 0.025, 0.076], [-0.337, 0.453, -0.089], [-0.136, -0.026, 0.117], [0.082, -0.081, 0.069], [0.058, 0.010, 0.035], [0.159, -0.035, -0.014], [0.039, 0.033, 0.003], [-0.102, 0.038, 0.184], [-0.080, 0.023, -0.144], [0.023, 0.159, -0.002], [-0.057, 0.010, 0.234], [0.136, 0.076, 0.076], [0.107, -0.104, 0.084], [-0.145, 0.017, 0.206], [0.008, -0.212, 0.077], [-0.086, -0.014, -0.049], [0.018, -0.115, -0.184], [0.061, 0.026, -0.102], [0.066, 0.072, 0.008], [0.022, 0.033, 0.001], [-0.018, -0.016, 0.106], [-0.058, 0.007, 0.124], [-0.033, -0.089, 0.038], [0.053, -0.046, -0.019], [0.051, -0.016, -0.070], [0.117, 0.129, -0.084], [0.110, 0.059, 0.030], [0.079, -0.403, -0.402], [-0.057, -0.056, 0.113], [-0.130, 0.351, 0.203], [0.091, -0.028, -0.223], [-0.033, -0.043, 0.125], [0.090, 0.064, -0.085], [0.033, -0.031, -0.047], [-0.049, -0.031, -0.143], [-0.053, -0.026, 0.107], [0.062, -0.057, -0.073], [-0.008, 0.123, 0.055], [-0.036, -0.095, 0.100], [-0.017, -0.081, -0.081], [0.037, -0.026, 0.114], [-0.112, 0.009, 0.004], [-0.002, 0.087, 0.081], [-0.066, 0.046, 0.068], [0.044, 0.042, 0.035], [0.097, 0.016, -0.005], [0.020, -0.018, -0.056], [-0.025, -0.078, -0.055], [-0.075, -0.003, -0.031]]
}